Density functional theory data (the ωB97M-V functional and the def2-TZVPD basis) for C3H9BrNaO4P as an isolated structure in a non-equilibrium geometry.

## Properties
- energy above the lowest of the compared OMol25 structures with the same formula, charge and spin (kJ/mol) = 17.4
- LUMO (eV) = -1.7
- E_HOMO (Eh) = -0.311
- 2S+1 = 1
- calculated total energy (eV) = -95198.1915

The geometry in XYZ format:
```
19
C3H9BrNaO4P the ωB97M-V functional and the def2-TZVPD basis
H 0.833 0.600 1.551
O -2.650 0.322 -0.708
Br 4.250 -0.321 -1.643
C 0.380 -0.021 -2.007
H -2.971 -1.910 0.628
H -0.225 0.778 -2.438
P -1.354 0.180 -0.031
Na 6.305 1.093 -0.127
H 1.380 0.341 -1.774
C 0.600 1.531 1.035
O -0.192 -0.569 -0.820
H 0.469 -0.806 -2.755
H 1.364 1.700 0.278
H -2.830 -1.685 2.359
C -2.254 -1.792 1.439
O -1.406 -0.653 1.314
O -0.683 1.556 0.416
H 0.605 2.333 1.771
H -1.620 -2.676 1.512
```

Atomic partial charges in e from the natural (NBO) method, atoms 1 to 6:
1 H 0.1954
2 O -1.0902
3 Br -0.9382
4 C -0.2606
5 H 0.2057
6 H 0.1846